(1)
Formula: C25H25F6FeN2O3
Source: the Open Molecules 2025 dataset
Level of theory: ωB97M-V/def2-TZVPD

CARTESIAN COORDINATES (ANGSTROEM)
Fe 0.20 -0.94 -0.51
F 1.87 2.37 0.71
F 1.13 4.27 -0.01
F -1.88 2.43 -2.22
F 0.01 3.14 -2.97
F 2.20 2.94 -1.34
F -1.09 4.31 -1.52
O 0.53 -0.49 1.56
O 0.77 -1.47 -2.39
O 0.22 1.01 -1.17
N 2.38 -0.68 -0.19
N 2.79 -0.50 1.11
C -5.28 -1.11 -1.56
C -5.12 -1.91 0.80
C -0.04 2.24 -0.72
C 2.05 -0.19 3.35
C 1.79 -1.11 -3.08
C 2.53 0.24 6.07
C 4.11 -0.38 -3.37
C -4.63 -0.85 -0.19
C 3.35 -0.12 3.83
C 1.75 -0.41 1.90
C -3.16 -0.91 -0.32
C -0.74 3.03 -1.86
C 4.02 -0.45 -4.74
C 1.29 2.96 -0.35
C 1.73 -1.16 -4.50
C 1.23 0.17 5.59
C 2.80 -0.84 -5.30
C 3.04 -0.69 -2.52
C 0.40 -3.03 0.06
C -0.96 2.28 0.51
C 3.27 -0.57 -1.09
C -5.04 0.54 0.31
C 0.99 -0.04 4.24
C -1.95 -0.95 -0.41
C 3.59 0.09 5.18
H -4.65 -1.76 1.77
H 4.29 -0.35 -0.77
H 4.16 -0.23 3.12
H 1.09 -3.51 -0.63
H 0.78 -1.45 -4.93
H -6.37 -1.03 -1.49
H 2.72 0.40 7.12
H 2.69 -0.89 -6.38
H -0.48 1.72 1.32
H 4.87 -0.19 -5.37
H -6.21 -1.86 0.92
H -5.02 -2.10 -1.92
H -1.20 3.29 0.83
H 4.61 0.15 5.55
H -6.14 0.62 0.37
H -0.01 -0.10 3.84
H -4.67 1.31 -0.37
H -0.58 -3.51 -0.01
H -4.85 -2.91 0.45
H 0.77 -3.12 1.09
H 0.39 0.28 6.27
H -4.92 -0.38 -2.29
H -4.62 0.72 1.30
H -1.87 1.74 0.24
H 5.04 -0.08 -2.90

The value obtained for the HOMO-LUMO gap (alpha / beta) is 5.587 / 6.184 eV. Its charge is -2. The expectation value of S² is 8.7569. Its spin multiplicity is 6.

---

(2)
Formula: CH10O3S2
Source: the Open Molecules 2025 dataset
Level of theory: ωB97M-V/def2-TZVPD

CARTESIAN COORDINATES (ANGSTROEM)
S 2.50 -0.26 -0.04
S 2.74 -2.36 0.14
O -0.84 -1.56 0.24
O -2.50 0.92 1.00
O -2.02 2.87 -2.96
C 2.15 0.21 1.70
H -1.34 -1.92 -0.50
H -2.16 2.34 -2.17
H -3.22 0.55 0.49
H -2.65 2.52 -3.60
H 2.85 -2.57 -1.18
H 1.97 -0.75 2.19
H 0.09 -1.81 0.14
H 2.99 0.72 2.12
H 1.22 0.74 1.72
H -1.78 0.34 0.71

The value obtained for the HOMO-LUMO gap is 8.706 eV. For the relative energy (zero: lowest compared OMol25 entry of this formula, charge and spin), the calculation gives 0.676 eV. As for the structure (SMILES): CSS.O.O.O.

---

(3)
Formula: C3H10NOS
Source: the Open Molecules 2025 dataset
Level of theory: ωB97M-V/def2-TZVPD

CARTESIAN COORDINATES (ANGSTROEM)
S -2.12 -0.79 -0.60
O -3.14 1.26 1.71
N 2.48 -1.05 0.56
C 0.45 0.28 -0.17
C 1.37 -0.92 -0.39
C -0.73 0.24 -1.16
H 0.74 -1.81 -0.32
H -1.02 1.27 -1.39
H -2.72 2.10 1.50
H 1.03 1.20 -0.32
H 0.05 0.16 0.84
H -2.76 0.62 1.05
H 2.10 -1.32 1.46
H -0.37 -0.20 -2.10
H 1.78 -0.93 -1.40
H 2.85 -0.12 0.72

The value obtained for the HOMO-LUMO gap is 6.865 eV. Its charge is -1. For the relative energy (zero: lowest compared OMol25 entry of this formula, charge and spin), the calculation gives 0.246 eV.

---

(4)
Formula: C6H13N3S
Source: the Open Molecules 2025 dataset
Level of theory: ωB97M-V/def2-TZVPD

CARTESIAN COORDINATES (ANGSTROEM)
S -3.22 1.50 1.05
N -1.03 0.29 -0.26
N 1.30 0.34 0.38
N 3.01 -1.14 0.75
C 3.68 -2.39 0.99
C -2.38 1.03 -0.42
C -3.64 0.25 -0.12
C 1.75 -0.90 0.55
C 0.10 0.89 -0.01
C -2.30 1.95 -1.59
H 3.15 -3.28 0.51
H -4.60 0.40 -0.66
H -3.58 -0.79 0.45
H -3.20 2.40 -2.05
H 0.25 1.97 -0.25
H -1.60 2.74 -1.33
H 4.70 -2.34 0.54
H 3.75 -2.59 2.03
H 3.72 -0.44 0.95
H 1.97 1.09 0.55
H -1.79 1.26 -2.28
H 1.08 -1.64 0.20
H -1.15 -0.60 0.02

The value obtained for the HOMO-LUMO gap is 6.185 eV. Its charge is +2. For the relative energy (zero: lowest compared OMol25 entry of this formula, charge and spin), the calculation gives 1.470 eV. As for the structure (SMILES): C/[NH+]=C/N/C=[NH+]/[C@@]1(C)CS1.